{
  "formula": "C18H54FO9S9Tl",
  "method": "wB97M-V/def2-TZVPD",
  "species": ["Tl", "F", "C", "S", "O", "C", "H", "H", "H", "H", "H", "H", "C", "S", "O", "C", "H", "H", "H", "H", "H", "H", "C", "S", "O", "C", "H", "H", "H", "H", "H", "H", "C", "S", "O", "C", "H", "H", "H", "H", "H", "H", "C", "S", "O", "C", "H", "H", "H", "H", "H", "H", "C", "S", "O", "C", "H", "H", "H", "H", "H", "H", "C", "S", "O", "C", "H", "H", "H", "H", "H", "H", "C", "S", "O", "C", "H", "H", "H", "H", "H", "H", "C", "S", "O", "C", "H", "H", "H", "H", "H", "H"],
  "xyz": [[-2.9770, -1.8410, -0.3699], [-0.4120, -0.3657, -0.3376], [5.0514, -0.6753, -3.5048], [3.4146, -1.5015, -3.7899], [3.5059, -3.0393, -3.9640], [2.7913, -1.1757, -2.1056], [4.9172, 0.4008, -3.6143], [5.7321, -1.0565, -4.2660], [5.4916, -0.9241, -2.5391], [2.4214, -0.1625, -1.9486], [3.6491, -1.3320, -1.4515], [2.1192, -1.9704, -1.7820], [-4.5965, 2.8576, -1.4487], [-3.1787, 1.9540, -2.1062], [-3.4000, 0.5142, -1.7763], [-3.5374, 1.9920, -3.9240], [-4.6549, 3.7700, -2.0421], [-4.4622, 3.0613, -0.3864], [-5.4722, 2.2572, -1.6952], [-3.2271, 2.9551, -4.3292], [-4.5810, 1.8659, -4.2122], [-3.0250, 1.2283, -4.5092], [2.3684, -0.0165, 1.5472], [3.8846, -1.0356, 1.6984], [4.8507, -0.3039, 0.7810], [4.3293, -0.3288, 3.4096], [2.2289, 0.1185, 0.4747], [2.4904, 0.9463, 2.0435], [1.4645, -0.4582, 1.9667], [3.4958, -0.5113, 4.0879], [4.4753, 0.7487, 3.4855], [5.1555, -0.8957, 3.8387], [0.9504, 2.6520, 3.8485], [0.3195, 4.1428, 4.7966], [-1.2270, 4.1670, 5.0051], [1.0827, 3.7962, 6.4048], [0.5117, 2.8110, 2.8634], [0.5551, 1.7667, 4.3465], [2.0398, 2.6362, 3.8795], [0.7712, 2.8411, 6.8277], [0.8300, 4.5782, 7.1208], [2.1631, 3.8128, 6.2614], [1.0814, -4.4735, -2.4945], [0.5339, -4.4744, -0.7331], [-0.8633, -3.7969, -0.6527], [0.2438, -6.2518, -0.3356], [1.8936, -5.1953, -2.5804], [1.4357, -3.5175, -2.8800], [0.1940, -4.7335, -3.0716], [-0.6143, -6.7288, -0.8092], [0.0833, -6.4807, 0.7180], [1.0161, -6.9350, -0.6888], [-2.4949, 1.0169, 3.9458], [-2.0124, 0.9752, 2.1153], [-3.2301, 0.3977, 1.4113], [-2.1374, 2.8093, 1.8260], [-2.6164, -0.0103, 4.2895], [-3.4038, 1.5082, 4.2930], [-1.6752, 1.5430, 4.4352], [-3.2026, 3.0350, 1.7757], [-1.6357, 2.9975, 0.8768], [-1.6790, 3.3691, 2.6412], [-1.1092, -1.6810, -5.6205], [-0.7678, -1.6513, -3.7876], [-2.1105, -1.4798, -3.0993], [-0.0075, 0.1047, -3.7230], [-1.7782, -2.5033, -5.8741], [-0.2040, -1.7055, -6.2273], [-1.6746, -0.7594, -5.7590], [-0.7661, 0.8760, -3.8564], [0.7851, 0.1365, -4.4705], [0.3504, 0.1754, -2.6958], [-1.8553, -4.4900, 3.4489], [-0.5830, -3.1781, 3.1337], [-1.2775, -2.3412, 2.0751], [-0.6303, -2.3269, 4.7603], [-2.7132, -4.0009, 3.9104], [-1.4121, -5.1120, 4.2266], [-2.1826, -5.0704, 2.5862], [-1.2963, -2.8387, 5.4549], [-0.9966, -1.3051, 4.6602], [0.3275, -2.4007, 5.2753], [-0.2691, 4.1544, -3.9248], [0.4196, 4.5809, -2.2842], [-0.7984, 5.0572, -1.3929], [0.5793, 2.8194, -1.7763], [-0.9532, 3.3076, -3.8696], [0.5539, 3.8233, -4.5582], [-0.7417, 5.0534, -4.3204], [0.8475, 2.8234, -0.7198], [1.3853, 2.3364, -2.3288], [-0.3478, 2.2620, -1.9098]],
  "forces_ev_per_a": [[1.839, 1.077, -0.019], [-0.741, -0.179, -0.139], [-0.081, -0.963, -0.268], [0.123, -1.268, -0.104], [0.144, 2.666, 0.722], [0.979, -0.765, 0.548], [-0.136, -0.088, -0.011], [-0.160, 0.146, -0.196], [-0.301, -0.006, 0.097], [-0.122, -0.168, -0.248], [0.121, 0.280, 0.121], [-0.511, 0.419, -0.423], [0.051, -0.043, -0.881], [-0.207, -0.622, -1.102], [-0.384, -0.241, 0.464], [-0.174, 0.775, -0.293], [0.099, 0.243, 0.251], [-0.013, -0.130, -0.212], [-0.008, -0.072, 0.355], [0.072, 0.150, 0.197], [-0.253, -0.022, 0.711], [0.430, -0.209, 0.721], [-0.218, -0.126, 0.048], [1.162, 3.101, 0.860], [-0.900, -1.212, 0.371], [-0.791, -1.179, 0.156], [-0.094, -0.022, 0.112], [0.406, 0.006, -0.205], [0.065, -0.425, -0.101], [-0.333, -0.336, -0.080], [0.343, -0.064, -0.899], [0.206, 0.193, -0.367], [-1.175, 0.598, 1.150], [-1.446, 0.800, 0.634], [2.782, -1.120, -0.767], [0.012, -0.217, -0.078], [0.415, -0.288, -0.074], [0.030, -0.173, -0.199], [-0.128, 0.262, -0.187], [-0.083, -0.065, -0.194], [-0.190, 0.119, -0.329], [0.024, -0.050, -0.067], [-0.659, -0.595, 0.361], [-1.860, 0.440, 0.100], [1.853, -0.746, -0.186], [-0.156, -0.986, -0.750], [-0.112, -0.054, -0.099], [0.040, -0.037, 0.730], [0.065, -0.393, -0.047], [-0.489, 0.884, -0.435], [0.351, 0.859, 0.183], [0.713, 0.581, 0.086], [0.574, -0.377, -0.240], [-2.072, 0.785, 1.335], [0.744, -0.076, -0.095], [0.163, -0.785, -0.374], [0.424, -0.057, -0.239], [-0.208, 0.436, -1.070], [0.110, -0.196, 0.062], [0.066, -0.105, 0.020], [-0.074, 0.155, -0.008], [0.020, -0.185, 0.133], [-0.600, 0.308, 0.824], [-0.336, 1.778, -0.455], [0.639, -0.356, -0.384], [-0.317, -1.483, 0.415], [0.233, -0.168, 0.278], [0.085, -0.001, 0.334], [0.134, 0.046, -0.267], [-0.209, -0.402, -0.324], [0.030, 0.024, 0.113], [0.123, -0.076, -0.086], [0.539, 0.472, 1.205], [-1.495, -0.396, -0.846], [0.467, 0.359, 0.582], [-0.443, -0.576, 0.455], [-0.032, 0.174, -0.206], [-0.038, -0.351, -0.136], [0.568, 0.315, -0.164], [-0.350, -0.114, -0.252], [0.341, -0.093, -0.279], [0.268, 0.310, -0.525], [0.394, 0.174, 0.126], [-3.489, -0.622, 1.765], [2.539, -0.948, -2.016], [0.683, 0.353, 0.235], [-0.221, 0.270, 0.347], [0.154, 0.307, -0.080], [0.043, -0.144, -0.059], [-0.012, 0.045, -0.042], [0.084, 0.096, -0.094], [-0.132, 0.370, -0.010]],
  "orbital_gap_ev": 2.22,
  "charge": 2,
  "total_energy_ha": -5250.32849,
  "lumo_energy_ev": -10.817
}